Molecular formula: C6H11N
Method: DFT, wB97M-V/def2-TZVPD

Properties
Strongest force on any atom ... 0.0190 hartree/bohr
E_HOMO ... -0.298 Eh
Energy above the lowest of the compared OMol25 structures with the same formula, charge and spin ... 111.79 kJ/mol
Gap between HOMO and LUMO ... 0.3384 hartree
SMILES ... C=C/C(=C\N)CC

```
! RIJCOSX wB97M-V def2-TZVPD def2/J DEFGRID3
* xyz 0 1
C 1.994 -0.916 0.571
C 0.738 -0.610 0.877
C -0.271 -0.254 -0.148
C -1.463 -0.846 -0.204
N -1.979 -1.820 0.683
C 0.068 0.903 -1.065
C 0.199 2.225 -0.286
H 2.711 -1.153 1.347
H 2.331 -0.909 -0.454
H 0.515 -0.528 1.939
H -2.155 -0.570 -0.988
H -2.336 -2.605 0.149
H -1.214 -2.207 1.240
H 0.972 0.634 -1.604
H -0.762 1.050 -1.754
H 0.997 2.184 0.444
H -0.732 2.392 0.247
H 0.385 3.030 -0.995
*
```